[1]
{
  "formula": "C24H27F4N4O3S4Ti",
  "method": "wB97M-V/def2-TZVPD",
  "symbols": ["Ti", "C", "C", "N", "C", "C", "C", "C", "N", "C", "C", "F", "C", "F", "C", "C", "F", "C", "F", "H", "H", "H", "H", "H", "H", "H", "H", "H", "H", "H", "H", "H", "H", "H", "O", "C", "C", "C", "C", "C", "C", "C", "O", "N", "N", "C", "S", "C", "C", "S", "H", "H", "H", "H", "H", "H", "H", "H", "H", "C", "O", "C", "S", "S", "H", "H", "H"],
  "positions_angstrom": [[-0.2129, 0.0645, 0.2053], [-2.3407, -0.8838, -1.5206], [-1.6960, -2.2232, -1.2589], [-0.2514, -2.0739, -0.9787], [0.1955, -3.2962, -0.2748], [1.6849, -3.3796, -0.0060], [0.5093, -1.8415, -2.2321], [1.4231, -0.6236, -2.1261], [0.5850, 0.4732, -1.6583], [0.5535, 1.6843, -2.2921], [-0.5669, 2.5096, -2.0831], [-1.5639, 2.0521, -1.2861], [-0.7141, 3.7423, -2.6738], [-1.8343, 4.4412, -2.4223], [0.2459, 4.2614, -3.5281], [1.3541, 3.4735, -3.7457], [2.3433, 3.9162, -4.5479], [1.5162, 2.2313, -3.1570], [2.6801, 1.5814, -3.3929], [-3.4272, -0.9477, -1.6005], [-2.1998, -0.2204, -0.6507], [-1.9281, -0.3848, -2.3960], [-2.1504, -2.6803, -0.3752], [-1.8426, -2.9077, -2.1087], [-0.3608, -3.3294, 0.6642], [-0.1149, -4.1704, -0.8747], [2.0524, -2.5136, 0.5378], [1.8793, -4.2696, 0.5946], [2.2667, -3.4749, -0.9224], [1.0686, -2.7451, -2.4971], [-0.2092, -1.6639, -3.0378], [2.2434, -0.8215, -1.4254], [1.8602, -0.4338, -3.1080], [0.1393, 5.2321, -3.9821], [3.9591, 0.2863, 1.6117], [3.8181, -0.4984, 2.6990], [4.9627, -0.7227, 3.4661], [4.9005, -1.5057, 4.6002], [3.6961, -2.0868, 4.9923], [2.5656, -1.8657, 4.2310], [2.5987, -1.0737, 3.0817], [1.3605, -0.8676, 2.2965], [1.4812, -0.3784, 1.0825], [0.2250, -1.2601, 2.7689], [-0.8395, -1.0330, 1.8787], [-1.9037, -1.7561, 2.2250], [-1.8852, -2.9852, 3.4600], [-3.3926, -3.7149, 2.7779], [-4.3940, -2.6010, 2.4726], [-3.5098, -1.1796, 1.7646], [3.0864, 0.3187, 1.1640], [5.8853, -0.2589, 3.1461], [5.7969, -1.6638, 5.1885], [3.6414, -2.7007, 5.8808], [1.6160, -2.3007, 4.5103], [-3.8073, -4.4194, 3.4984], [-3.1495, -4.2565, 1.8610], [-4.8834, -2.2775, 3.3926], [-5.1551, -2.9496, 1.7754], [-2.8456, 2.2125, 3.5214], [-1.9077, 2.0355, 2.4650], [-0.8459, 2.8482, 2.4133], [-0.6339, 4.0969, 3.4876], [0.2550, 2.4411, 1.1560], [-3.5926, 1.4412, 3.3500], [-3.2764, 3.2143, 3.4895], [-2.3591, 2.0678, 4.4880]],
  "atomic_forces_ev_per_a": [[0.2, 0.2, 0.0], [-0.1, 0.2, 0.2], [0.1, -0.1, 0.1], [-0.1, 0.2, -0.1], [-0.1, 0.1, -0.1], [0.1, -0.1, 0.1], [0.0, -0.1, 0.0], [-0.2, 0.0, -0.1], [0.1, 0.6, 0.0], [0.0, -0.6, 0.1], [-0.1, 0.3, -0.1], [0.0, -0.1, -0.2], [0.0, -0.1, 0.1], [0.0, 0.1, 0.0], [-0.1, -0.1, 0.1], [0.1, -0.2, 0.1], [0.0, 0.1, 0.0], [0.0, 0.2, 0.0], [0.0, 0.0, 0.0], [0.1, -0.2, -0.1], [-0.3, 0.0, -0.2], [-0.1, 0.0, 0.1], [0.0, 0.1, -0.1], [0.0, 0.0, 0.1], [0.1, 0.0, 0.0], [0.0, 0.0, 0.1], [0.0, 0.0, 0.0], [0.0, 0.0, 0.0], [0.0, 0.0, 0.0], [0.0, 0.0, 0.0], [0.1, 0.1, 0.0], [0.0, 0.0, -0.1], [0.0, -0.1, 0.0], [0.0, 0.1, 0.0], [-0.1, 0.0, -0.1], [0.1, 0.1, -0.1], [-0.1, 0.0, 0.0], [0.0, 0.0, 0.1], [0.0, 0.0, -0.1], [0.0, 0.0, 0.0], [-0.2, 0.0, 0.1], [0.4, -0.1, -0.4], [0.3, -0.2, 0.5], [-0.4, -0.1, 0.0], [0.2, -0.2, 0.5], [0.2, 0.6, -0.3], [0.0, -0.1, 0.1], [-0.2, 0.0, -0.1], [0.0, -0.1, 0.2], [-0.1, -0.1, -0.1], [0.1, 0.0, 0.0], [0.0, 0.0, 0.0], [0.0, 0.0, 0.0], [0.0, 0.0, 0.0], [0.0, 0.0, 0.0], [0.0, 0.0, 0.0], [0.0, 0.0, 0.0], [0.0, 0.0, -0.1], [0.0, 0.0, 0.0], [0.0, -0.1, 0.0], [-0.2, -0.1, 0.0], [0.3, 0.0, -0.1], [0.0, 0.0, -0.1], [-0.1, -0.1, 0.0], [-0.1, 0.0, 0.0], [0.0, -0.1, 0.0], [0.0, 0.0, 0.0]],
  "e_lumo_ha": [0.07612, 0.07459],
  "multiplicity": 3,
  "e_homo_ev": [-2.79, -4.74],
  "total_charge": -1,
  "homo_lumo_gap_ev": [4.86, 6.76],
  "s_squared": 2.039
}

=====

[2]
{
  "formula": "C24H27F6N3O18",
  "method": "wB97M-V/def2-TZVPD",
  "symbols": ["O", "C", "O", "C", "C", "F", "O", "H", "H", "H", "O", "C", "O", "C", "C", "F", "O", "H", "H", "H", "O", "C", "O", "C", "C", "F", "O", "H", "H", "H", "O", "C", "O", "C", "C", "F", "O", "H", "H", "H", "O", "C", "O", "C", "C", "F", "O", "H", "H", "H", "O", "C", "O", "C", "C", "F", "O", "H", "H", "H", "C", "C", "N", "H", "H", "H", "C", "C", "N", "H", "H", "H", "C", "C", "N", "H", "H", "H"],
  "positions_angstrom": [[-5.4110, 3.2397, 3.2551], [-4.9124, 2.7052, 2.2923], [-4.0668, 1.5515, 2.3161], [-3.6481, 1.2926, 1.0329], [-4.7249, 1.9013, 0.2247], [-5.5581, 0.9523, -0.0435], [-5.3404, 2.9170, 1.0593], [-2.7525, 1.8729, 0.8114], [-3.6399, 0.2232, 0.8221], [-4.3854, 2.3381, -0.7145], [4.3618, 5.2814, -3.8151], [4.2806, 4.0617, -3.5284], [3.7463, 3.5571, -2.3850], [3.4858, 2.1886, -2.6313], [4.6785, 1.8941, -3.5063], [4.6050, 0.8531, -4.2622], [4.6128, 3.0674, -4.2584], [3.4477, 1.4867, -1.7983], [2.5467, 2.1968, -3.1846], [5.5298, 1.7117, -2.8504], [1.9750, -6.4029, -1.2463], [1.8291, -5.1590, -1.1241], [0.8239, -4.4629, -1.4645], [1.0030, -3.0583, -1.3123], [2.3229, -2.9760, -0.6054], [2.1717, -2.3711, 0.6206], [2.6858, -4.3473, -0.4487], [1.0786, -2.5156, -2.2546], [0.1445, -2.5992, -0.8221], [3.0666, -2.4210, -1.1772], [-1.9891, -0.8979, -0.5440], [-2.8201, -1.2538, -1.4061], [-2.5007, -1.6921, -2.6472], [-3.6210, -2.0517, -3.3457], [-4.8126, -1.5137, -2.5019], [-5.5308, -2.6334, -2.1677], [-4.2037, -1.1194, -1.2898], [-3.4841, -1.7512, -4.3845], [-3.6045, -3.1413, -3.3670], [-5.3991, -0.7035, -2.9352], [3.1853, 3.1609, 2.8495], [2.9825, 2.2411, 3.5853], [1.7739, 1.6323, 3.5442], [1.7450, 0.5580, 4.4516], [2.5640, 1.1310, 5.5581], [3.3729, 0.1047, 5.9868], [3.4699, 1.8814, 4.8203], [0.7069, 0.3021, 4.6633], [2.2444, -0.3418, 4.0925], [2.0438, 1.6039, 6.3911], [0.0032, -5.1841, 1.5818], [-0.8569, -4.3784, 1.9611], [-1.3114, -3.2871, 1.3274], [-2.1947, -2.5067, 2.1075], [-1.9749, -3.2028, 3.4388], [-3.1165, -3.3371, 4.1436], [-1.5006, -4.5043, 3.1177], [-1.9365, -1.4478, 2.1235], [-3.1672, -2.7308, 1.6691], [-1.3850, -2.6385, 4.1611], [0.1800, 0.9839, 0.5543], [0.7907, 0.4361, -0.7097], [1.2774, 0.0336, -1.7070], [1.0174, 1.4653, 1.0594], [-0.2536, 0.1247, 1.0660], [-0.7435, 1.5430, 0.4040], [-2.9394, 4.2480, -3.0258], [-2.2728, 2.9952, -2.4937], [-1.9256, 2.0500, -1.9340], [-2.1529, 4.9954, -3.1309], [-3.6875, 4.7180, -2.3875], [-3.3804, 4.2111, -4.0219], [5.6472, 0.1522, -0.1839], [4.3543, 0.1483, 0.5245], [3.3343, 0.1041, 1.0397], [5.5910, -0.3224, -1.1635], [6.4322, -0.3046, 0.4188], [6.0921, 1.1411, -0.2950]],
  "atomic_forces_ev_per_a": [[1.9, -0.8, -1.4], [-1.6, -1.4, 3.0], [-1.1, 2.2, 2.3], [0.7, 0.8, -0.7], [1.2, 2.2, -0.7], [-3.3, -1.9, -0.8], [1.1, -0.8, -1.8], [0.6, -0.7, 0.1], [0.6, 0.3, 0.1], [-0.1, 0.4, 0.1], [-0.2, -4.8, 1.2], [-1.0, 6.0, 1.0], [0.1, 1.2, 1.3], [-0.4, -1.0, -0.3], [-1.4, 0.7, 2.4], [-0.5, -2.1, -2.1], [2.9, -1.1, -3.5], [-0.2, 0.8, 0.5], [0.0, -0.8, -0.1], [0.8, 1.0, -0.3], [-0.4, 4.9, 0.2], [2.0, -5.2, 1.6], [-3.4, 1.0, -2.2], [-0.3, 0.4, -0.6], [-0.3, -0.4, 0.7], [0.3, -0.6, -0.2], [1.4, 0.7, 0.0], [-0.1, -0.6, -0.4], [0.2, -0.3, 0.5], [0.2, -0.1, 0.3], [-3.4, -1.7, -2.9], [2.2, 1.7, 1.7], [1.7, 1.2, 2.5], [-0.9, -0.7, -1.1], [1.2, -1.6, 0.2], [-0.9, 0.6, -0.4], [1.8, 0.3, -0.4], [-0.5, 0.5, 0.1], [-0.7, -0.1, 0.1], [-0.3, -0.3, 0.3], [1.7, -1.3, 0.7], [-3.1, 1.6, 1.3], [-0.7, -0.9, -1.8], [-1.3, -0.2, -0.1], [1.3, -2.2, -0.8], [-0.4, -0.2, 1.4], [1.9, 2.5, -0.6], [0.1, 0.3, 0.2], [0.1, 0.1, -0.3], [0.5, 0.4, 0.0], [-2.9, 2.9, 0.6], [2.8, -2.8, -1.4], [1.8, 0.2, -1.9], [0.1, -1.3, 0.2], [-1.1, 0.2, 1.1], [-1.1, -0.4, 0.0], [-0.1, 1.1, 1.3], [0.0, -0.2, -0.3], [-0.4, 0.6, 0.5], [1.1, -0.3, -0.4], [0.4, -1.3, -1.2], [0.4, -0.5, -2.3], [-1.4, 1.2, 3.1], [-0.6, 0.1, 0.5], [0.7, -0.2, 0.4], [0.7, 0.6, -0.6], [1.2, 0.1, -0.2], [-1.7, 1.0, 0.0], [0.1, 0.4, -0.4], [0.1, 0.0, 0.1], [0.1, -0.6, 0.5], [0.1, -0.8, 0.1], [0.5, 0.3, 0.4], [1.0, 0.0, -0.7], [-0.3, 0.2, 0.4], [-0.1, -0.1, 0.2], [-0.3, -0.6, 0.0], [-0.7, 0.4, -0.2]],
  "e_lumo_ha": -0.00783,
  "e_homo_ev": -10.41,
  "homo_lumo_gap_ev": 10.19,
  "smiles": "O=C1OC[C@@H](F)O1.O=C1OC[C@@H](F)O1.O=C1OC[C@@H](F)O1.O=C1OC[C@@H](F)O1.O=C1OC[C@@H](F)O1.O=C1OC[C@@H](F)O1.CC#N.CC#N.CC#N"
}

=====

[3]
{
  "formula": "C24H27N3O5",
  "method": "wB97M-V/def2-TZVPD",
  "symbols": ["C", "C", "O", "C", "C", "C", "C", "N", "C", "C", "C", "O", "N", "C", "C", "C", "C", "C", "C", "C", "O", "N", "C", "C", "O", "C", "C", "C", "C", "O", "C", "C", "H", "H", "H", "H", "H", "H", "H", "H", "H", "H", "H", "H", "H", "H", "H", "H", "H", "H", "H", "H", "H", "H", "H", "H", "H", "H", "H"],
  "positions_angstrom": [[4.2318, 6.2963, -0.4162], [3.7977, 6.0827, -1.8636], [2.5739, 5.3843, -1.9689], [2.5436, 4.0366, -1.7737], [1.2772, 3.4533, -1.8169], [1.1158, 2.0940, -1.6592], [2.2210, 1.2681, -1.4542], [2.0534, -0.1192, -1.3163], [0.8492, -0.7725, -1.7906], [1.2194, -2.2634, -1.8268], [0.0062, -3.1747, -1.6594], [-0.3571, -3.9209, -2.5411], [-0.6114, -3.0134, -0.4618], [-1.7292, -3.6597, 0.0522], [-2.3197, -4.7538, -0.5760], [-3.3860, -5.4029, 0.0146], [-3.8702, -4.9858, 1.2448], [-3.3155, -3.8794, 1.8590], [-2.2713, -3.1793, 1.2604], [-1.6611, -1.9978, 1.9266], [-0.4401, -1.8377, 1.9458], [-2.4854, -1.1151, 2.5345], [-3.8813, -0.8964, 2.2247], [-4.0283, 0.4584, 1.5112], [-3.4949, 1.5114, 2.2729], [-2.1247, 1.3021, 2.5359], [-1.9099, -0.0135, 3.2866], [2.2911, -2.3689, -0.7425], [2.9110, -0.9772, -0.6941], [3.9659, -0.6985, -0.1765], [3.4835, 1.8491, -1.4102], [3.6450, 3.2139, -1.5631], [4.4047, 5.3457, 0.0821], [3.4555, 6.8311, 0.1253], [5.1474, 6.8808, -0.3910], [4.5838, 5.5759, -2.4368], [3.5979, 7.0487, -2.3365], [0.4241, 4.0931, -1.9792], [0.1186, 1.6841, -1.6928], [0.5728, -0.3941, -2.7777], [0.0159, -0.5899, -1.0987], [1.6581, -2.5045, -2.7995], [-0.1755, -2.3959, 0.2243], [-1.9193, -5.0929, -1.5166], [-3.8271, -6.2559, -0.4783], [-4.6763, -5.5198, 1.7238], [-3.6748, -3.5658, 2.8282], [-4.2622, -1.6851, 1.5781], [-4.4536, -0.8760, 3.1586], [-5.0827, 0.6923, 1.3572], [-3.5220, 0.4049, 0.5336], [-1.7937, 2.1488, 3.1379], [-1.5576, 1.2842, 1.5926], [-0.8460, -0.2087, 3.4229], [-2.4097, 0.0340, 4.2594], [3.0494, -3.1203, -0.9549], [1.8790, -2.5799, 0.2474], [4.3486, 1.2301, -1.2438], [4.6450, 3.6151, -1.5239]],
  "atomic_forces_ev_per_a": [[-0.2, -0.2, -0.3], [0.3, 0.2, 0.2], [-0.2, -0.1, 0.0], [-0.2, -0.2, 0.0], [0.2, 0.2, 0.0], [0.1, -0.1, 0.0], [0.2, 0.4, 0.0], [-0.2, -0.1, -0.3], [-0.2, 0.0, -0.1], [0.0, -0.1, 0.0], [0.4, 0.3, -0.2], [-0.1, -0.2, -0.2], [0.1, 0.3, 0.4], [-0.3, -0.1, 0.1], [0.1, -0.1, -0.2], [0.0, 0.1, 0.1], [-0.1, -0.1, 0.1], [0.1, -0.1, -0.1], [0.0, -0.3, -0.2], [0.0, 0.1, 0.1], [0.2, 0.0, 0.0], [0.0, 0.0, 0.1], [-0.4, 0.3, -0.3], [-0.2, -0.4, 0.0], [-0.1, 0.1, 0.1], [0.2, -0.2, 0.2], [0.3, 0.3, 0.0], [0.1, 0.0, 0.0], [0.0, -0.5, 0.1], [0.2, 0.1, 0.1], [0.0, -0.2, 0.0], [0.0, 0.3, -0.1], [0.1, 0.0, 0.1], [0.0, 0.1, 0.1], [0.1, 0.1, 0.0], [-0.1, 0.1, 0.0], [0.1, -0.2, 0.0], [-0.1, 0.1, 0.0], [-0.1, -0.1, 0.0], [0.0, 0.0, 0.1], [0.0, 0.0, -0.1], [-0.1, 0.0, 0.1], [-0.1, -0.2, -0.2], [0.0, 0.0, 0.0], [0.0, -0.1, -0.1], [-0.1, 0.0, 0.0], [-0.1, 0.1, 0.1], [0.0, 0.1, 0.1], [0.0, -0.1, -0.1], [0.0, -0.1, 0.0], [-0.1, 0.0, 0.1], [0.1, -0.1, 0.0], [0.0, 0.0, 0.1], [-0.1, 0.1, 0.0], [0.0, 0.0, 0.0], [0.0, 0.1, 0.0], [0.0, 0.0, 0.0], [0.0, 0.0, 0.0], [0.1, 0.1, 0.0]],
  "e_lumo_ha": 0.01623,
  "e_homo_ev": -7.93,
  "homo_lumo_gap_ev": 8.37,
  "smiles": "CCOc1ccc(N2C[C@H](C(=O)Nc3ccccc3C(=O)N3CCOCC3)CC2=O)cc1"
}

=====

Largest force on an atom, respectively: 0.71 6.13 0.61 eV/A.
Energy relative to the best compared isomer or geometry (same formula, charge and spin), respectively: 13.9 102.7 37.7 kcal per mole.